(1)
The following is a quantum chemistry calculation of C15H22As7F42N3O as an isolated structure in a non-equilibrium geometry, from the OMol25 dataset.

## Properties
Maximum force, eV Å⁻¹: 3.52
Kohn-Sham gap, eV: 3.707
Relative energy (zero: lowest compared OMol25 entry of this formula, charge and spin), eV: 5.1509
E, Eh: -20669.9068
Lowest unoccupied orbital energy, eV: 2.1
HOMO level, Eh: -0.06000

Geometry as ORCA input:
```
! RIJCOSX wB97M-V def2-TZVPD def2/J DEFGRID3
* xyz -4 1
N 1.9399 -1.0893 -1.5343
C 2.2862 0.0022 -0.5122
F 0.3064 2.4576 -0.8108
F 1.5349 3.8412 0.8182
F -2.9672 -0.2835 -0.6709
H -8.2827 1.4224 3.4659
H -0.4664 2.0229 2.7016
F 4.4292 -1.3286 1.6732
H -2.5539 5.5358 3.0553
As -2.2057 -1.8069 -0.2874
F -0.6770 4.6808 0.0617
F 4.3227 -3.8577 2.1441
H 2.0178 0.4569 1.5800
C -3.8345 2.4235 2.4497
F 1.1225 0.1360 6.8094
H -2.5678 0.7119 2.3282
F 6.0456 -4.8183 -6.3913
As 4.7248 -2.8392 0.7568
C -7.3513 1.1343 3.0039
F 4.8538 -2.7470 -5.8215
F 4.8699 -4.6503 -4.2667
F 0.5605 3.4411 -5.7210
F 1.2163 2.4647 6.0713
As 1.1563 -5.2830 -2.6402
F 0.2579 0.6668 4.5934
H -9.0357 -0.6759 1.2497
F 3.3530 1.1940 6.2952
F 2.5077 2.5734 -7.1404
H 2.2973 -1.8887 -0.9769
F 7.3254 -2.6505 -5.7967
As 1.4853 1.9082 -5.8611
C -8.5466 -0.8629 2.2001
C -2.6013 1.7884 2.4496
H 1.2895 -1.1062 1.0889
F -3.0410 -2.5253 -1.6283
F 5.0563 -4.2434 -0.1932
H -6.2506 2.8185 3.6514
F 2.6383 2.4475 -4.6549
C -1.4366 2.5047 2.6221
H 0.0879 5.2456 2.5594
F 1.4164 -6.4567 -3.9295
H -8.2000 -1.8870 2.3193
H -0.6766 5.1446 4.1883
F 2.0277 -4.0773 -3.5828
C -6.1984 1.9109 3.0659
C -2.7205 4.5084 2.7700
F 2.3178 3.7467 -1.5601
F 0.0847 4.4502 -2.2999
C -5.0503 1.5743 2.3649
H -4.8299 4.3402 2.4778
F 6.3655 -2.7069 1.3944
F 0.3843 -6.5644 -1.7311
F -1.5814 -3.4134 0.0995
C -6.2596 -0.3372 1.5733
H 0.3560 3.8379 3.6529
As 1.8325 0.9334 5.4383
C -5.0910 0.3680 1.6657
H -4.2640 0.0092 1.0923
F 2.3460 0.3984 -5.9844
F -0.3376 -4.7137 -3.3757
F 0.3630 1.4766 -7.1547
As 6.0980 -3.6913 -5.0181
F 2.3763 1.7012 3.9783
H 3.7954 -1.1410 -2.5926
C 2.7487 -0.9885 -2.8277
F 1.3780 5.8347 -0.7773
F 7.3866 -4.6596 -4.3084
F 6.1066 -2.5564 -3.6776
H 2.3638 -1.8865 -3.3098
F 3.0303 -2.8503 0.2613
F -3.5629 -2.2041 0.8344
H 0.9272 -1.2466 -1.6202
F -0.7410 -1.4815 -1.2038
C -3.8944 3.8058 2.5623
F 0.9037 -4.1150 -1.3497
H -9.1119 -0.6100 3.0944
F 5.0536 -1.8676 -0.6798
H 2.4966 -0.0947 -3.3949
F 2.3864 -0.5984 4.8567
C -0.3507 4.5912 3.3088
F 2.6620 -5.7517 -1.8779
N -1.5308 3.8589 2.7760
As 0.8101 4.1547 -0.7504
C 1.5097 -0.0854 0.7860
O 3.0623 0.8641 -0.7135
N -7.3438 -0.0175 2.3037
H -6.2911 -1.2891 1.0585
H 0.5754 0.4601 0.6305
F -1.4034 -1.1231 1.1120
F 0.4072 1.2232 -4.6670
*
```

(2)
The following is a quantum chemistry calculation of a 3-piece molecular cluster, C4H13NO3 overall in a non-equilibrium geometry, from the OMol25 dataset.

## Properties
SMILES string: CC(C)C(N)=O.O.O
Maximum force, eV Å⁻¹: 5.89
Kohn-Sham gap, eV: 10.425
Relative energy (zero: lowest compared OMol25 entry of this formula, charge and spin), eV: 2.4889
E, Eh: -440.6237
Lowest unoccupied orbital energy, eV: 0.4
HOMO level, Eh: -0.36846

Geometry as ORCA input:
```
! RIJCOSX wB97M-V def2-TZVPD def2/J DEFGRID3
* xyz 0 1
O -0.0831 1.7360 -1.2317
H -1.0711 -2.6709 2.1606
H 2.8556 2.6806 -2.1601
H -0.0359 -1.8235 -1.5894
H 0.0311 -0.9939 2.1986
H 1.5312 -0.0054 -0.4479
H -2.2025 1.7281 -0.3989
C -0.3450 0.8039 -0.4805
H 1.6748 2.0250 -1.3468
N -1.6661 0.8804 0.0075
C 0.8580 -0.5028 1.5619
H -2.0837 0.2003 0.5038
H 0.8721 -2.3448 -0.4186
H -2.5235 -3.0640 2.4743
C 0.5204 -0.2397 -0.0179
H -0.7951 -1.8885 -0.0602
O 2.5119 2.0152 -1.6593
O -2.0049 -2.5067 1.8595
H 1.9312 -0.8612 1.6214
C 0.1223 -1.6714 -0.4475
H 1.1533 0.5601 1.9661
*
```

(3)
The following is a quantum chemistry calculation of an isolated ion of composition C6H12F3N2O2 and charge +1 in a non-equilibrium geometry, from the OMol25 dataset.

## Properties
SMILES string: NC[C@H]1C[NH2+][C@H](COC(F)(F)F)O1
Maximum force, eV Å⁻¹: 3.26
Kohn-Sham gap, eV: 10.031
Relative energy (zero: lowest compared OMol25 entry of this formula, charge and spin), eV: 1.8932
E, Eh: -795.0950
Lowest unoccupied orbital energy, eV: -3.6
HOMO level, Eh: -0.50053

Geometry as ORCA input:
```
! RIJCOSX wB97M-V def2-TZVPD def2/J DEFGRID3
* xyz 1 1
N 3.4106 -0.7276 0.7425
H 1.5405 0.7769 -1.8203
H -0.0136 2.5925 -1.3358
O -0.2273 -0.5257 -0.6210
O -3.2717 0.1545 0.2374
C -0.9916 0.6878 -0.7836
C -3.1673 -1.2455 0.2140
H 0.1052 2.2616 0.2283
F -2.8035 -1.7810 -1.0208
H 2.2042 -1.9981 -0.5766
F -2.3381 -1.7877 1.1949
C -2.0064 0.7941 0.4775
H 2.3026 1.7068 -0.2829
N 0.0640 1.7852 -0.6993
C 2.0823 -1.3243 0.3298
C 0.9827 -0.1946 0.1227
H 3.9557 -0.6576 -0.1313
H 3.8336 -1.4575 1.3347
C 1.4306 1.1164 -0.7296
H 0.8509 0.2743 1.1673
F -4.4626 -1.7366 0.4819
H 1.7873 -2.0107 1.2014
H -1.5274 0.8735 -1.7661
H -1.5077 0.5044 1.4612
H -2.2329 1.9189 0.5735
*
```

(4)
The following is a quantum chemistry calculation of the molecule C6H13N2O2PS in a non-equilibrium geometry, from the OMol25 dataset.

## Properties
SMILES string: CN1C(=S)NC(C)(C)[P@]1(=O)CO
Maximum force, eV Å⁻¹: 5.54
Kohn-Sham gap, eV: 8.951
Relative energy (zero: lowest compared OMol25 entry of this formula, charge and spin), eV: 0.0000
E, Eh: -1235.9378
Lowest unoccupied orbital energy, eV: 0.5
HOMO level, Eh: -0.31135

Geometry as ORCA input:
```
! RIJCOSX wB97M-V def2-TZVPD def2/J DEFGRID3
* xyz 0 1
H -0.6228 -1.6170 -2.9281
H 0.5768 3.2222 -1.3056
H 1.6669 -2.3384 1.6036
H 1.5539 -2.1095 -0.0512
N -0.8989 -1.2191 0.7791
H 0.2349 -0.4405 3.2343
H 2.4480 -0.9848 1.2323
C 0.0489 0.2128 2.4182
N -0.2612 -0.5584 -1.3219
C -0.4836 -0.5441 -2.7374
H -1.6200 2.1597 -0.0037
O 1.8398 1.0251 -0.9484
P 0.5356 0.6406 -0.3384
H -1.2517 0.2471 -2.9689
H -0.0788 2.7323 0.9042
C 1.5579 -1.5627 0.9685
C 0.3392 -0.5969 1.1871
S -2.2968 -2.2547 -1.2171
H -1.4373 -1.5876 1.5348
O -0.3930 3.0332 -1.2362
C -0.4559 2.3255 0.0069
H -1.0015 0.4970 2.5471
C -1.1584 -1.2939 -0.5961
H 0.7382 1.1179 2.4932
H 0.4197 -0.1056 -3.2563
*
```

Q: lowest unoccupied orbital energy of number 3 (C6H12F3N2O2)?
A: -3.6 eV

Q: Which of these has the highest lowest unoccupied orbital energy?
A: C15H22As7F42N3O